(1)
17
Properties=species:S:1:pos:R:3 method="wB97M-V/def2-TZVPD" total_charge=+1 relative_energy_ev=1.242 max_force_ha_per_bohr=0.0857 multiplicity=2 orbital_gap_ev="6.82 / 7.49"
C -1.87900 -1.07756 -1.74676
C 1.23612 0.58211 1.82573
C -1.28064 0.99589 -2.28921
H -1.11009 1.74019 -3.06076
F 2.00971 -1.54841 1.29169
H 3.35409 0.02613 1.45125
O -1.00622 -0.65694 -0.81149
C 2.32529 -0.24863 1.66706
H 0.64560 0.32833 -1.48685
C -0.39099 0.57188 -1.21980
H 0.01519 1.21081 -0.15268
O -2.04955 -0.09422 -2.63980
O -2.34627 -2.17205 -1.77505
Li -0.92594 0.68042 3.60326
Ag -0.25830 -1.98204 1.32165
O 0.14749 0.00741 2.35307
H 1.51352 1.63667 1.66870

---

(2)
21
Properties=species:S:1:pos:R:3 method="wB97M-V/def2-TZVPD" relative_energy_ev=0.288 max_force_ha_per_bohr=0.0149 multiplicity=2 orbital_gap_ev="7.39 / 5.86"
Cl 0.61457 3.51164 0.25554
C -3.03496 -1.01635 -0.02008
C 5.21837 0.60973 1.23367
H -3.34299 -0.54214 1.90174
Ge -0.79627 1.90113 0.08330
H -5.93415 0.27342 -1.31672
Cl -2.17272 2.56010 -1.46882
N 5.97603 0.57830 2.10972
N 2.23391 -0.17561 -0.46984
Cl -2.00943 2.08922 1.90360
C 3.27803 0.25421 -0.09860
N -3.72048 -0.50745 0.96338
N 4.39417 0.70659 0.20152
C -4.96445 0.42915 -0.85298
H -5.81617 -0.49939 0.93078
Au 0.25319 -0.36694 -0.21414
C -4.99218 0.15151 0.65267
S -3.77301 -0.75845 -1.54980
H -5.06511 1.07618 1.21683
H -4.60291 1.42970 -1.07815
S -1.57858 -1.88832 0.19052

---

(3)
20
Properties=species:S:1:pos:R:3 method="wB97M-V/def2-TZVPD" total_charge=+1 max_force_ha_per_bohr=0.1573 multiplicity=2 orbital_gap_ev="8.09 / 3.08"
O 3.01562 -0.85681 -2.71913
H -1.58054 0.57393 -0.72085
Br -1.94195 3.24580 0.46472
H 1.30710 -0.10918 0.94100
H -2.17717 3.19544 2.81985
Br 0.06809 4.42596 2.92350
O 2.01064 -0.18335 -0.81902
C 2.38570 -1.14840 -1.64961
O 1.89882 -2.32886 -1.25479
C 1.73782 -2.19618 0.09535
C -1.25739 2.98007 2.27606
Br -1.22396 -0.95100 -2.77465
Br -0.42029 1.14223 2.47936
C 1.13228 -0.75846 0.08310
F 0.81803 -3.13577 0.35813
H 0.17354 -0.76384 -0.43544
H 2.67127 -2.35046 0.63661
Br -2.64749 -1.43628 0.27662
Br -3.76255 0.83811 -1.78872
C -2.20755 -0.18296 -1.19210

---

(4)
13
Properties=species:S:1:pos:R:3 method="wB97M-V/def2-TZVPD" relative_energy_ev=3.134 max_force_ha_per_bohr=0.0811 multiplicity=1 orbital_gap_ev=9.12
H -0.47795 -2.13491 -0.32868
C -0.13004 1.28328 1.96039
F -2.45367 1.73657 2.67174
C -1.57191 1.59088 1.66207
H 0.61811 1.80096 1.38067
F -1.86911 2.50729 0.71842
C -0.42629 -1.44129 -1.16033
H -0.21664 -1.88951 -2.12298
H 0.14406 1.11987 2.99430
Br -1.51047 -1.35226 2.05130
C -0.62207 -0.17974 -1.00722
C -1.01621 0.28930 1.27880
H -0.68643 0.77025 -1.48203

---

(5)
13
Properties=species:S:1:pos:R:3 method="wB97M-V/def2-TZVPD" relative_energy_ev=0.110 max_force_ha_per_bohr=0.0478 multiplicity=3 orbital_gap_ev="8.09 / 6.77"
H -0.85673 1.96793 1.13326
H 0.06675 -3.43844 -0.60316
H 0.50711 3.46183 0.15637
N -0.40267 0.21872 -0.00724
C -1.36059 -0.59157 -0.22634
Br 2.63003 -1.16947 0.90703
H 1.38585 2.14412 -0.83151
N -1.16628 -1.91817 -0.28717
C 0.11946 -2.41297 -0.19344
C -0.28718 1.51843 0.34173
C 1.27046 -1.79258 0.06496
H -2.41469 -0.41769 -0.17929
C 0.50849 2.42985 -0.27520

---

(6)
15
Properties=species:S:1:pos:R:3 method="wB97M-V/def2-TZVPD" relative_energy_ev=0.822 max_force_ha_per_bohr=0.1144 multiplicity=1 orbital_gap_ev=9.25
H -1.43736 -0.93807 1.87025
H 0.87865 2.43573 -1.03247
N -0.23412 -0.96666 -1.26065
O 2.88474 -2.59609 0.87972
H 1.28414 1.07782 -2.05974
C -0.53167 0.46880 0.68316
C -1.20761 -0.66373 0.87090
C 1.08748 1.41996 -0.98390
N 0.09643 0.62759 -0.49307
O 4.57698 -1.66819 -0.39416
H -0.28938 1.27030 1.41823
Br 2.82308 1.23862 0.10660
H -1.34982 -2.53012 -0.42288
C 3.76348 -2.17676 0.25006
C -0.99831 -1.49181 -0.35738